# 1
Below is 2 unconnected molecules or ions with the total composition C2H3BrO2 at a distorted geometry, with properties calculated with ωB97M-V/def2-TZVPD.

Results
HOMO energy (eV): -10.01
LUMO energy (eV): -0.47
Gap between HOMO and LUMO (Eh): 0.35036

CARTESIAN COORDINATES (ANGSTROEM)
C (-0.42465, 0.44174, -0.44927)
C (0.48425, -0.41300, 0.38605)
O (-1.76376, 0.56384, -0.11852)
O (-0.93066, 1.61275, 0.14437)
Br (2.28467, -0.33089, -0.15281)
H (-0.23065, 0.60712, -1.45358)
H (0.06283, -2.15894, 0.16434)
H (0.51796, -0.32262, 1.47941)



# 2
Below is a molecular structure, C2H3BrO2 at a distorted geometry, with properties calculated with ωB97M-V/def2-TZVPD.

Results
HOMO energy (spin up / spin down) (eV): -9.17 / -9.20
LUMO energy (spin up / spin down) (eV): -0.86 / -0.87
Gap between HOMO and LUMO (spin up / spin down) (Eh): 0.30537 / 0.30605

CARTESIAN COORDINATES (ANGSTROEM)
C (0.55244, 0.25982, 0.67555)
C (-0.81424, 0.32546, 0.43984)
O (-0.54504, -0.81159, -1.59807)
O (-1.48182, -0.15428, -0.37576)
Br (1.21267, 1.42903, 2.46504)
H (0.79612, -0.86570, 1.05737)
H (1.21239, 0.38247, -0.21041)
H (-0.93253, -0.56520, -2.45358)



# 3
Below is a molecular structure, C2H3BrOS, with properties calculated with ωB97M-V/def2-TZVPD.

Results
HOMO energy (eV): -9.02
LUMO energy (eV): -0.55
Gap between HOMO and LUMO (Eh): 0.31132

CARTESIAN COORDINATES (ANGSTROEM)
C (1.13564, 0.63263, -0.19975)
C (-0.79725, -1.05764, 0.60932)
O (-1.65479, -0.32682, 0.17446)
S (0.14426, 1.61448, -1.11849)
Br (2.95082, 0.96434, -0.40863)
H (-0.43003, -0.97761, 1.64209)
H (-0.34300, -1.85864, 0.01884)
H (-1.00565, 1.00925, -0.71783)



Let's list energy relative to the best compared isomer or geometry (same formula, charge and spin) in order: 161.30; 140.05; 70.48 kcal per mole.